No. 1
Entry from OMol25: a 8-piece molecular cluster, C37H72N8O3 overall at a distorted geometry (wB97M-V/def2-TZVPD).

calculated total energy: -2116.5671 Ha
LUMO: 0.57 eV
HOMO-LUMO gap: 9.07 eV
SMILES: CC1(C)CCCC(C)(C)N1O.CC1(C)CCCC(C)(C)N1O.CC1(C)CCCC(C)(C)N1O.CC#N.CC#N.CC#N.CC#N.CC#N
E_HOMO: -8.50 eV

```
! RIJCOSX wB97M-V def2-TZVPD def2/J DEFGRID3
* xyz 0 1
C 2.49 2.90 26.60
C 1.71 2.43 25.39
C 1.27 3.67 24.57
C 2.71 1.62 24.55
C 3.01 0.31 25.35
C 1.75 -0.43 25.54
C 0.66 0.28 26.27
C -0.65 -0.51 26.14
C 0.98 0.35 27.79
N 0.45 1.63 25.68
O -0.34 2.36 26.61
H 1.87 3.14 27.49
H 3.06 2.06 26.90
H 2.99 3.82 26.30
H 2.16 4.14 24.18
H 0.52 3.39 23.78
H 0.82 4.43 25.29
H 2.23 1.49 23.56
H 3.57 2.27 24.32
H 3.72 -0.36 24.81
H 3.50 0.43 26.31
H 1.92 -1.37 25.93
H 1.27 -0.58 24.57
H -0.70 -1.52 26.61
H -0.77 -0.69 25.04
H -1.40 0.17 26.54
H 0.56 -0.49 28.36
H 0.55 1.28 28.12
H 2.00 0.43 28.02
H -1.23 2.46 26.22
C -6.48 4.66 20.22
C -6.59 3.34 20.95
C -6.98 3.61 22.43
C -7.70 2.48 20.32
C -7.65 1.02 20.81
C -6.32 0.38 20.44
C -5.13 1.16 21.06
C -4.97 0.93 22.53
C -3.90 0.62 20.39
N -5.28 2.56 20.69
O -4.24 3.33 21.31
H -7.42 5.11 20.07
H -5.71 5.26 20.69
H -6.13 4.42 19.19
H -7.54 4.57 22.53
H -7.56 2.77 22.86
H -6.05 3.72 22.98
H -8.62 3.02 20.52
H -7.66 2.57 19.23
H -7.98 0.85 21.81
H -8.36 0.46 20.20
H -6.10 0.26 19.40
H -6.31 -0.65 20.75
H -5.87 1.07 23.10
H -4.17 1.54 22.99
H -4.68 -0.08 22.74
H -3.54 -0.36 20.81
H -3.00 1.22 20.51
H -4.04 0.55 19.28
H -3.70 3.66 20.58
C -3.85 4.87 17.49
C -2.34 5.04 17.50
C -1.65 3.73 17.09
C -1.92 6.09 16.42
C -2.33 7.54 16.70
C -1.65 7.89 17.99
C -1.90 6.89 19.16
C -0.92 7.18 20.35
C -3.36 7.26 19.68
N -1.65 5.45 18.70
O -2.11 4.64 19.82
H -4.17 4.23 18.28
H -4.34 5.83 17.57
H -4.15 4.43 16.60
H -1.69 2.95 17.86
H -2.09 3.31 16.20
H -0.59 4.02 16.88
H -0.84 5.97 16.31
H -2.29 5.77 15.40
H -2.07 8.18 15.86
H -3.39 7.61 16.91
H -2.08 8.85 18.31
H -0.59 8.06 17.85
H -1.27 6.69 21.27
H -0.93 8.21 20.64
H 0.04 6.77 20.11
H -3.69 6.59 20.41
H -4.06 7.36 18.89
H -3.17 8.18 20.21
H -1.32 4.11 20.02
C -1.03 -3.37 23.75
C -2.19 -2.49 23.83
N -3.06 -1.74 23.87
H -0.15 -3.00 23.13
H -1.32 -4.33 23.32
H -0.68 -3.57 24.77
C -2.06 5.09 23.55
C -2.40 4.29 24.73
N -2.63 3.75 25.69
H -2.73 5.93 23.44
H -2.34 4.45 22.71
H -0.98 5.28 23.57
C -1.16 -0.42 18.41
C -0.90 -1.05 19.71
N -0.87 -1.56 20.74
H -1.59 -1.14 17.76
H -0.24 0.00 18.03
H -1.89 0.39 18.52
C -4.41 1.01 26.63
C -3.42 1.15 27.73
N -2.66 1.15 28.56
H -5.38 0.75 27.07
H -4.15 0.23 25.94
H -4.48 1.93 26.09
C -1.19 0.88 22.95
C -1.04 1.79 21.83
N -0.83 2.53 20.98
H -1.06 -0.16 22.67
H -2.17 1.06 23.42
H -0.44 1.15 23.71
*
```


No. 2
Entry from OMol25: a 4-piece molecular cluster, C37H73N5O4 overall at a distorted geometry (wB97M-V/def2-TZVPD).

calculated total energy: -2027.6196 Ha
LUMO (alpha / beta): -4.38 / -4.38 eV
HOMO-LUMO gap (alpha / beta): 6.26 / 6.87 eV
E_HOMO (alpha / beta): -10.64 / -11.25 eV

```
! RIJCOSX wB97M-V def2-TZVPD def2/J DEFGRID3
* xyz 1 4
C 0.18 1.93 -1.38
C -0.84 2.40 -0.15
N -1.89 3.37 -0.66
C -1.87 4.69 -0.25
C -3.07 5.59 -0.93
C -3.44 4.69 -2.27
C -3.07 3.21 -1.58
C -3.25 1.85 -2.48
C -4.77 1.23 -2.39
O -5.39 0.96 -3.56
N -5.52 0.88 -1.13
C -4.62 0.46 0.01
C -6.52 1.94 -0.72
H 0.67 2.88 -1.89
H 1.04 1.25 -0.95
H -0.35 1.32 -2.22
H -1.28 1.49 0.46
H -0.15 2.99 0.62
H -1.08 5.12 0.51
H -3.94 6.00 -0.27
H -2.46 6.50 -1.40
H -2.85 4.96 -3.26
H -4.61 4.73 -2.35
H -3.97 3.11 -0.81
H -2.51 0.98 -2.16
H -3.07 2.14 -3.62
H -3.82 1.26 0.33
H -4.05 -0.54 -0.28
H -5.31 0.18 0.93
H -6.26 2.98 -1.19
H -7.62 1.65 -1.07
H -6.55 1.98 0.46
C 0.59 -0.41 -8.99
C 1.00 -0.51 -7.49
C 0.23 -1.66 -6.77
C -1.19 -1.31 -6.35
C -1.22 0.01 -5.58
C -0.57 1.16 -6.38
N 0.82 0.83 -6.84
O 1.67 0.88 -5.72
C -1.49 1.50 -7.58
C -0.61 2.46 -5.51
C 2.50 -0.99 -7.56
H 0.12 0.54 -9.25
H 1.46 -0.46 -9.66
H -0.09 -1.21 -9.29
H 0.77 -1.96 -5.86
H 0.20 -2.55 -7.41
H -1.85 -1.27 -7.22
H -1.59 -2.11 -5.71
H -2.26 0.25 -5.33
H -0.71 -0.13 -4.62
H -1.06 2.30 -8.20
H -2.47 1.86 -7.23
H -1.71 0.65 -8.22
H -0.11 2.34 -4.54
H -1.64 2.75 -5.28
H -0.14 3.30 -6.04
H 3.14 -0.22 -7.99
H 2.59 -1.89 -8.17
H 2.90 -1.25 -6.57
C 1.52 0.03 5.30
C 1.29 1.56 5.16
C 1.05 2.23 6.55
C -0.35 2.08 7.11
C -1.40 2.48 6.07
C -1.23 1.69 4.75
N 0.16 1.79 4.19
O 0.31 3.08 3.66
C -1.62 0.21 5.01
C -2.31 2.18 3.73
C 2.67 2.10 4.66
H 0.76 -0.58 4.81
H 2.46 -0.29 4.82
H 1.57 -0.28 6.35
H 1.26 3.31 6.47
H 1.77 1.84 7.28
H -0.52 1.05 7.46
H -0.46 2.72 8.00
H -2.40 2.31 6.49
H -1.32 3.55 5.89
H -1.49 -0.40 4.11
H -2.68 0.13 5.30
H -1.06 -0.26 5.82
H -2.26 3.25 3.54
H -3.32 1.98 4.11
H -2.22 1.65 2.78
H 2.91 1.73 3.65
H 3.48 1.77 5.32
H 2.72 3.19 4.64
C 1.76 -4.79 1.68
C 2.86 -3.79 2.14
C 4.17 -3.98 1.33
C 5.05 -5.14 1.78
C 5.28 -5.08 3.29
C 3.95 -5.04 4.08
N 3.04 -3.93 3.62
O 3.58 -2.72 4.10
C 3.25 -6.42 3.94
C 4.27 -4.95 5.61
C 2.29 -2.40 1.70
H 1.44 -5.49 2.46
H 0.82 -4.28 1.40
H 2.07 -5.38 0.81
H 4.78 -3.07 1.39
H 3.95 -4.11 0.26
H 4.60 -6.09 1.49
H 6.02 -5.09 1.27
H 5.88 -5.95 3.59
H 5.89 -4.20 3.52
H 2.29 -6.43 4.46
H 3.86 -7.21 4.39
H 3.09 -6.72 2.91
H 4.89 -4.08 5.86
H 4.83 -5.83 5.94
H 3.35 -4.90 6.20
H 1.38 -2.14 2.26
H 2.02 -2.41 0.63
H 3.01 -1.58 1.82
*
```


No. 3
Entry from OMol25: C37H75BClFI2NO47P2S10 as an isolated structure at a distorted geometry (wB97M-V/def2-TZVPD).

calculated total energy: -10890.2795 Ha
LUMO: -2.84 eV
HOMO-LUMO gap: 7.93 eV
E_HOMO: -10.78 eV

```
! RIJCOSX wB97M-V def2-TZVPD def2/J DEFGRID3
* xyz 1 1
C -0.37 -2.90 6.92
C -1.54 -1.90 6.91
O -1.02 -0.61 7.23
C -1.80 0.47 6.76
C -0.94 1.64 6.30
O -0.90 1.86 4.89
C 0.22 1.53 4.09
C 0.71 0.11 4.44
C 1.76 -0.49 3.49
C 2.53 -1.63 4.17
F 3.83 -1.16 4.41
C 1.48 2.45 4.30
C 1.28 3.73 5.18
I 2.29 3.42 7.10
C 1.87 5.03 4.59
C 3.42 5.03 4.43
I 1.45 6.57 6.10
O 2.24 2.63 3.13
C 1.52 3.16 2.04
C 2.58 3.44 0.98
C 2.15 4.15 -0.32
C 3.39 4.52 -1.14
S 4.29 3.12 -1.82
O 5.19 2.60 -0.83
O 4.94 3.60 -2.99
O 3.25 1.96 -2.18
C 0.39 2.18 1.65
Cl -0.77 3.33 0.58
B 0.85 1.10 0.53
O 2.06 0.44 0.60
O 0.06 0.89 -0.56
C 0.30 -0.34 -1.26
N -0.43 1.67 2.76
P -1.33 0.13 2.24
C -2.57 0.55 0.95
O -2.26 -0.33 3.52
P -1.86 3.08 3.07
O -1.34 4.47 3.74
O -3.39 2.69 3.53
H 0.46 -2.42 7.43
H -0.62 -3.79 7.51
H -0.06 -3.20 5.92
H -2.22 -2.21 7.71
H -2.01 -1.91 5.92
H -2.55 0.18 6.01
H -2.37 0.82 7.64
H 0.02 1.55 6.81
H -1.42 2.52 6.73
H -0.08 -0.62 4.61
H 1.23 0.14 5.41
H 1.24 -0.96 2.65
H 2.51 0.21 3.15
H 2.11 -1.90 5.15
H 2.58 -2.51 3.53
H 2.15 1.86 4.91
H 0.26 3.93 5.47
H 1.35 5.43 3.73
H 3.88 5.85 4.96
H 3.61 5.21 3.37
H 3.86 4.06 4.65
H 1.03 4.12 2.26
H 3.26 4.15 1.48
H 3.22 2.59 0.78
H 1.45 3.54 -0.89
H 1.69 5.09 -0.04
H 3.09 5.13 -1.99
H 4.11 5.10 -0.56
H 3.72 1.14 -1.93
H 2.62 0.74 -0.12
H 0.38 -1.20 -0.59
H -0.58 -0.51 -1.88
H 1.13 -0.26 -1.95
H -3.49 0.01 1.20
H -2.87 1.60 0.90
H -2.28 0.20 -0.03
H -2.91 -0.95 3.16
H -1.02 5.11 3.08
H -3.74 3.28 4.23
C 1.82 -8.04 6.45
C 1.89 -6.90 7.44
O 0.90 -5.97 6.98
S -0.31 -6.76 6.30
O -1.35 -6.90 7.26
O -0.54 -6.21 5.02
O 0.42 -8.17 6.15
H 2.35 -7.80 5.53
H 2.20 -8.97 6.86
H 2.87 -6.44 7.48
H 1.60 -7.23 8.45
C 6.09 0.86 5.25
C 6.64 1.48 3.98
O 7.31 2.67 4.42
S 7.93 2.42 5.88
O 9.29 2.08 5.75
O 7.49 3.47 6.72
O 7.10 1.09 6.23
H 5.18 1.37 5.57
H 5.89 -0.20 5.14
H 5.86 1.72 3.26
H 7.38 0.82 3.51
C 3.94 -4.53 -2.28
C 4.28 -3.59 -1.14
O 3.24 -2.60 -1.17
S 1.88 -3.28 -1.68
O 1.08 -3.61 -0.55
O 1.37 -2.50 -2.75
O 2.51 -4.61 -2.25
H 4.24 -4.11 -3.24
H 4.38 -5.51 -2.15
H 5.25 -3.13 -1.25
H 4.23 -4.11 -0.18
C -1.36 -2.58 -4.75
C -1.03 -1.58 -5.83
O -2.21 -1.54 -6.64
S -3.50 -1.78 -5.72
O -4.07 -0.52 -5.39
O -4.27 -2.82 -6.30
O -2.74 -2.34 -4.43
H -1.26 -3.61 -5.11
H -0.74 -2.45 -3.86
H -0.17 -1.87 -6.43
H -0.86 -0.58 -5.42
C 2.79 9.17 -4.52
C 4.01 8.35 -4.15
O 4.42 8.85 -2.87
S 3.13 9.33 -2.05
O 2.75 8.29 -1.16
O 3.35 10.65 -1.60
O 2.10 9.35 -3.27
H 3.08 10.15 -4.89
H 2.16 8.68 -5.23
H 4.81 8.44 -4.87
H 3.75 7.29 -4.03
C -0.18 -8.00 -0.09
C 0.81 -9.08 0.29
O 2.09 -8.47 0.05
S 2.01 -6.90 0.34
O 2.49 -6.64 1.64
O 2.51 -6.20 -0.79
O 0.42 -6.78 0.36
H -0.31 -7.94 -1.17
H -1.15 -8.15 0.38
H 0.70 -9.98 -0.30
H 0.75 -9.32 1.35
C -2.35 8.84 -6.95
C -1.80 9.40 -8.24
O -0.96 10.49 -7.83
S -0.31 10.15 -6.41
O 1.00 9.64 -6.61
O -0.55 11.24 -5.54
O -1.27 8.93 -6.02
H -3.18 9.45 -6.58
H -2.68 7.81 -7.05
H -2.57 9.75 -8.92
H -1.17 8.66 -8.76
C -5.62 -5.12 -8.16
C -7.07 -4.98 -8.57
O -7.05 -5.08 -10.00
S -5.88 -6.07 -10.45
O -6.42 -7.36 -10.68
O -5.08 -5.41 -11.42
O -5.09 -6.11 -9.06
H -5.07 -4.19 -8.31
H -5.51 -5.44 -7.13
H -7.50 -4.03 -8.26
H -7.67 -5.80 -8.17
C -11.92 -5.60 -5.67
C -11.47 -4.97 -6.97
O -10.56 -3.93 -6.56
S -9.79 -4.38 -5.23
O -8.53 -4.91 -5.60
O -9.92 -3.35 -4.27
O -10.75 -5.60 -4.84
H -12.68 -5.00 -5.18
H -12.29 -6.61 -5.80
H -12.29 -4.55 -7.54
H -10.92 -5.68 -7.59
*
```